(P)
Computed, not measured: a single C12H8O8 molecule, with the ωB97M-V functional and the def2-TZVPD basis.

The calculation puts the HOMO-LUMO gap at 0.253 hartree. The SMILES is OC1=C(O)c2c(O)c(O)c(O)c3c(O)c(O)c(O)c1c23. The HOMO energy comes out at -6.974 eV.

Last column: natural (NBO) charge in e.
Positions of all 28 atoms, in Å:
O1 3.59 0.68 0.78  -0.69
C1 2.40 -0.01 0.67  0.22
C2 1.68 -0.62 1.72  0.20
O2 2.27 -0.88 2.92  -0.70
C3 0.32 -0.63 1.33  -0.18
C4 -0.79 -1.26 1.93  0.30
O3 -0.65 -1.97 3.05  -0.68
C5 -2.01 -1.21 1.26  0.19
O4 -3.15 -1.73 1.84  -0.71
C6 -2.16 -0.41 0.04  0.31
O5 -3.31 -0.21 -0.62  -0.69
C7 -1.03 0.18 -0.56  -0.21
C8 -0.90 0.92 -1.72  0.33
O6 -2.00 1.40 -2.42  -0.71
C9 0.38 1.23 -2.25  0.13
O7 0.37 1.82 -3.49  -0.71
C10 1.49 0.91 -1.61  0.34
O8 2.65 1.24 -2.22  -0.67
C11 1.45 0.25 -0.45  -0.20
C12 0.19 -0.04 0.07  0.06
H1 3.70 1.17 -0.10  0.50
H2 3.24 -0.84 2.82  0.50
H3 0.22 -1.74 3.47  0.52
H4 -2.87 -2.22 2.66  0.50
H5 -4.04 -0.63 -0.16  0.51
H6 -2.81 0.90 -2.18  0.52
H7 -0.56 2.10 -3.73  0.52
H8 2.32 1.61 -3.04  0.50

***

(Q)
Computed, not measured: a single C12H8O8 molecule, with the ωB97M-V functional and the def2-TZVPD basis.

The calculation puts the HOMO-LUMO gap at 0.274 hartree. The SMILES is OC1=C(O)c2c(O)c(O)c(O)c3c(O)c(O)c(O)c1c23. The HOMO energy comes out at -7.303 eV.

Last column: natural (NBO) charge in e.
Positions of all 28 atoms, in Å:
O1 2.66 2.01 1.74  -0.68
C1 1.75 1.07 1.40  0.23
C2 1.22 0.08 2.14  0.18
O2 1.60 -0.21 3.45  -0.70
C3 0.20 -0.58 1.37  -0.12
C4 -0.69 -1.68 1.57  0.30
O3 -0.67 -2.42 2.74  -0.69
C5 -1.53 -2.07 0.53  0.14
O4 -2.35 -3.18 0.68  -0.71
C6 -1.57 -1.35 -0.68  0.29
O5 -2.48 -1.70 -1.62  -0.69
C7 -0.66 -0.30 -0.88  -0.12
C8 -0.57 0.49 -2.04  0.29
O6 -1.37 0.26 -3.11  -0.69
C9 0.37 1.53 -2.08  0.14
O7 0.42 2.31 -3.23  -0.70
C10 1.18 1.84 -0.99  0.32
O8 1.98 2.92 -1.08  -0.67
C11 1.10 1.03 0.11  -0.20
C12 0.17 0.03 0.17  0.01
H1 2.80 2.55 0.94  0.50
H2 2.30 0.43 3.67  0.50
H3 -0.06 -1.97 3.35  0.51
H4 -2.30 -3.56 1.59  0.52
H5 -2.96 -2.45 -1.22  0.52
H6 -1.98 -0.42 -2.83  0.51
H7 -0.29 1.97 -3.79  0.51
H8 1.72 3.36 -1.91  0.51

***

The least stable of them is (P).

***

(P)
Computed, not measured: a molecular structure, C5H10ClNO2, with the ωB97M-V functional and the def2-TZVPD basis.

The calculation puts the HOMO-LUMO gap at 0.315 hartree. The HOMO energy comes out at -8.283 eV.

Last column: natural (NBO) charge in e.
Positions of all 19 atoms, in Å:
C1 -2.44 -0.91 0.06  0.91
C2 0.81 -1.12 -0.55  -0.41
C3 0.21 0.14 1.54  -0.40
C4 1.48 1.12 -0.45  -0.44
C5 -1.02 0.36 -0.56  -0.34
N1 0.38 0.20 0.05  -0.25
O1 -2.00 -2.02 -0.03  -0.69
O2 -3.45 -0.29 0.24  -0.63
Cl1 -1.49 2.01 -0.40  -0.03
H1 -0.07 -1.64 -0.71  0.27
H2 1.32 -0.87 -1.49  0.21
H3 1.50 -1.69 0.06  0.22
H4 -0.25 1.07 1.97  0.24
H5 -0.38 -0.71 1.75  0.24
H6 1.18 0.12 1.96  0.20
H7 1.41 2.20 -0.11  0.24
H8 2.53 0.69 -0.16  0.23
H9 1.26 1.20 -1.56  0.23
H10 -0.98 0.14 -1.60  0.19

***

(Q)
Computed, not measured: a single C5H10ClNO2 molecule, with the ωB97M-V functional and the def2-TZVPD basis.

The calculation puts the HOMO-LUMO gap at 0.329 hartree. The SMILES is CO[C@H](N=O)C(C)(C)Cl. The HOMO energy comes out at -8.879 eV.

Last column: natural (NBO) charge in e.
Positions of all 19 atoms, in Å:
C1 -2.27 -0.02 -1.23  -0.25
O1 -1.69 0.01 0.00  -0.53
C2 -0.47 -0.60 0.26  0.15
N1 -0.58 -1.56 1.57  0.14
O2 -1.69 -1.83 1.96  -0.25
C3 0.78 0.34 0.52  -0.06
C4 0.96 1.30 -0.60  -0.64
C5 2.05 -0.39 0.82  -0.63
Cl1 0.29 1.26 1.95  -0.05
H1 -2.43 -1.02 -1.64  0.18
H2 -1.81 0.75 -1.96  0.17
H3 -3.34 0.15 -1.07  0.20
H4 -0.05 -1.36 -0.49  0.18
H5 0.26 2.24 -0.56  0.25
H6 0.97 0.80 -1.59  0.22
H7 2.07 1.73 -0.57  0.22
H8 2.63 0.32 1.28  0.23
H9 2.43 -0.76 -0.04  0.21
H10 1.91 -1.37 1.39  0.24

***

The least stable of them is (Q).

***

(P)
Computed, not measured: 4 unconnected molecules or ions with the total composition C3H13O3S, with the ωB97M-V functional and the def2-TZVPD basis.

The calculation puts the HOMO-LUMO gap at 0.253 hartree. The HOMO energy comes out at -3.270 eV. The total charge is -1.

Last column: natural (NBO) charge in e.
Positions of all 20 atoms, in Å:
C1 -3.10 -1.20 -2.66  -0.61
C2 -2.46 0.10 -2.15  -0.41
C3 -2.11 -0.04 -0.68  -0.51
S1 -0.78 -1.27 -0.32  -0.68
H1 -3.21 -1.21 -3.75  0.18
H2 -2.52 -2.08 -2.37  0.23
H3 -4.06 -1.28 -2.17  0.18
H4 -3.13 0.89 -2.49  0.17
H5 -1.51 0.26 -2.68  0.19
H6 -1.80 0.88 -0.23  0.18
H7 -3.00 -0.39 -0.15  0.17
H8 3.84 -0.59 2.69  0.46
H9 2.89 -0.02 1.61  0.51
O1 3.83 -0.04 1.90  -0.99
H10 0.64 0.08 0.51  0.50
H11 0.50 0.62 1.84  0.48
O2 1.24 0.46 1.23  -1.04
H12 2.09 2.23 1.75  0.49
H13 3.52 2.43 2.03  0.47
O3 2.66 2.84 2.23  -0.98

***

(Q)
Computed, not measured: 4 unconnected molecules or ions with the total composition C3H13O3S, with the ωB97M-V functional and the def2-TZVPD basis.

The calculation puts the HOMO-LUMO gap at 0.190 hartree. The HOMO energy comes out at -2.675 eV. The total charge is -1.

Last column: natural (NBO) charge in e.
Positions of all 20 atoms, in Å:
C1 -1.66 0.19 0.70  -0.63
C2 -2.30 -0.60 1.83  -0.42
C3 -1.38 -0.89 3.03  -0.52
S1 -0.41 0.43 3.83  -0.71
H1 -0.93 -0.32 0.07  0.19
H2 -2.43 0.65 0.08  0.19
H3 -1.13 0.97 1.25  0.23
H4 -2.89 -1.50 1.64  0.18
H5 -3.02 0.12 2.26  0.18
H6 -1.95 -1.41 3.81  0.18
H7 -0.67 -1.65 2.66  0.16
H8 2.25 0.42 -2.00  0.48
H9 3.47 0.71 -2.94  0.46
O1 2.65 1.05 -2.61  -0.95
H10 1.21 0.40 1.84  0.50
H11 1.18 1.72 1.23  0.46
O2 1.83 0.99 1.33  -0.98
H12 2.50 -0.98 -5.69  0.46
H13 1.42 -0.18 -6.36  0.46
O3 2.26 -0.11 -5.96  -0.93

***

The least stable of them is (Q).

***

(P)
Computed, not measured: a gas-phase ion, C5H11NOS (charge -1), with the ωB97M-V functional and the def2-TZVPD basis.

The calculation puts the HOMO-LUMO gap (spin up / spin down) at 0.085 / 0.337 hartree. The HOMO energy (spin up / spin down) comes out at 0.932 / -5.800 eV. Its expectation value of S² is 0.75. The total charge is -1. The spin multiplicity is 2.

Last column: Löwdin spin population.
Positions of all 19 atoms, in Å:
O1 -1.65 0.85 -2.95  0.00
C1 -0.70 0.83 -2.11  0.03
N1 -0.62 -0.16 -1.14  0.01
C2 0.43 -0.32 -0.10  0.11
C3 0.03 -1.47 0.81  0.05
C4 -0.35 -0.84 2.27  0.09
S1 1.04 -1.03 3.44  0.35
C5 0.10 2.03 -1.89  0.07
H1 -1.14 -1.01 -1.35  0.00
H2 1.45 -0.42 -0.76  0.06
H3 0.47 0.60 0.41  0.03
H4 -0.86 -2.05 0.50  0.00
H5 0.82 -2.18 0.97  0.02
H6 -0.81 0.22 2.26  0.02
H7 -1.29 -1.40 2.64  0.01
H8 1.91 -0.47 2.69  0.09
H9 0.43 2.14 -0.91  0.03
H10 0.98 1.75 -2.55  0.02
H11 -0.24 2.93 -2.22  0.01

***

(Q)
Computed, not measured: a gas-phase ion, C5H11NOS (charge -1), with the ωB97M-V functional and the def2-TZVPD basis.

The calculation puts the HOMO-LUMO gap (spin up / spin down) at 0.087 / 0.309 hartree. The HOMO energy (spin up / spin down) comes out at 0.867 / -5.253 eV. Its expectation value of S² is 0.75. The total charge is -1. The spin multiplicity is 2.

Last column: Löwdin spin population.
Positions of all 19 atoms, in Å:
O1 3.17 -0.92 1.34  0.00
C1 1.96 -0.93 1.22  0.01
N1 1.40 -1.21 0.00  0.00
C2 0.05 -0.87 -0.42  0.03
C3 -0.09 0.47 -1.18  0.06
C4 -1.14 1.41 -0.58  0.14
S1 -2.76 1.14 -1.28  0.44
C5 1.05 -0.62 2.37  0.03
H1 2.10 -1.08 -0.73  0.00
H2 -0.33 -1.67 -1.04  0.01
H3 -0.64 -0.86 0.41  0.01
H4 0.88 0.96 -1.29  0.01
H5 -0.38 0.19 -2.20  0.01
H6 -1.14 1.26 0.51  0.03
H7 -0.79 2.43 -0.62  0.05
H8 -3.35 2.29 -0.87  0.14
H9 1.46 -1.09 3.27  0.00
H10 1.10 0.45 2.60  0.01
H11 0.01 -0.88 2.26  0.01

***

The least stable of them is (P).